(1)
This record from the Open Molecules 2025 dataset describes a single C13H8Cl2O3S molecule. The level of theory is the ωB97M-V functional and the def2-TZVPD basis.

XYZ file:
```
27
Properties=species:S:1:pos:R:3:lowdin_charge:R:1
O -2.5026 -2.1995 0.1677 0.08
C -3.4420 -1.6724 -0.3575 -0.54
O -4.6494 -2.2336 -0.4379 0.12
H -4.6502 -3.1138 -0.0284 0.14
C -3.4259 -0.3100 -1.0302 -0.10
C -2.3564 0.5618 -0.4745 -0.49
C -2.4946 1.8040 0.0850 -0.10
C -1.2802 2.3348 0.5351 -0.08
C -0.2161 1.4875 0.3288 -0.42
C 1.1735 1.7602 0.6652 -0.42
O 1.5373 2.8284 1.1096 0.09
C 2.1200 0.6242 0.4215 -0.21
C 1.9322 -0.5960 1.0640 -0.05
C 2.8159 -1.6422 0.8807 -0.09
C 3.9011 -1.4703 0.0342 -0.67
C 4.1115 -0.2682 -0.6217 -0.12
C 3.2231 0.7758 -0.4169 -0.59
Cl 3.4737 2.2597 -1.2523 0.75
H 4.9542 -0.1404 -1.2816 0.11
Cl 5.0077 -2.7674 -0.2115 0.69
H 2.6648 -2.5823 1.3860 0.11
H 1.0915 -0.7207 1.7292 0.12
S -0.7241 0.0167 -0.4420 1.17
H -1.1654 3.2958 1.0028 0.12
H -3.4381 2.3144 0.1624 0.11
H -4.4076 0.1521 -0.9224 0.13
H -3.2538 -0.4987 -2.0954 0.14
```

As for the highest occupied orbital energy: -0.3374 Eh. For the energy relative to the best compared isomer or geometry (same formula, charge and spin), the calculation gives 1.4 kcal/mol. For the electronic energy, the calculation gives -55633.973 eV. The SMILES is O=C(O)Cc1ccc(C(=O)c2ccc(Cl)cc2Cl)s1.

=====

(2)
This record from the Open Molecules 2025 dataset describes C13H8Cl5FIIrN2O2 as an isolated structure at a distorted geometry. The level of theory is the ωB97M-V functional and the def2-TZVPD basis.

XYZ file:
```
33
Properties=species:S:1:pos:R:3:lowdin_charge:R:1
Ir 0.8172 -0.4611 0.7557 1.33
N 0.6475 0.0553 3.0537 -0.05
C -0.7154 -0.0283 3.5599 -0.14
C -1.7349 -0.2485 2.4224 -0.64
O -2.9068 -0.1095 2.6978 0.06
O -1.2415 -0.5777 1.2682 -0.22
H 1.2937 -0.6044 3.4637 0.09
H 1.0536 0.9799 3.0985 0.09
H -1.0364 0.8768 4.0702 0.12
H -0.8505 -0.8863 4.2166 0.13
Cl 0.1233 0.4283 -2.7983 0.75
C 0.1001 -1.2182 -2.2659 -0.66
C 0.3562 -1.5313 -0.9331 -0.34
C 0.3076 -2.8727 -0.6080 -0.68
Cl 0.6412 -3.2093 1.0677 0.74
C 0.0419 -3.8916 -1.5028 -0.71
Cl 0.0009 -5.5276 -0.9836 0.70
C -0.1909 -3.5519 -2.8309 -0.71
Cl -0.5060 -4.7812 -3.9896 0.69
C -0.1704 -2.2107 -3.2125 -0.70
Cl -0.4755 -1.7912 -4.8506 0.69
F 2.7091 -0.0279 1.1831 -0.58
I 2.7494 4.7369 -1.2089 0.92
C 1.1577 3.4625 -0.7981 -0.72
C -0.1350 3.7907 -1.1838 -0.12
C -1.1615 2.9149 -0.8746 -0.05
C -0.8717 1.7401 -0.2076 -0.14
N 0.3809 1.4445 0.1567 -0.11
C 1.3873 2.2782 -0.1274 -0.19
H -0.3337 4.7102 -1.7175 0.11
H -2.1798 3.1234 -1.1683 0.12
H -1.6316 1.0175 0.0538 0.11
H 2.3742 1.9702 0.1936 0.10
```

As for the highest occupied orbital energy: -0.3065 Eh. For the energy relative to the best compared isomer or geometry (same formula, charge and spin), the calculation gives 28.8 kcal/mol. For the electronic energy, the calculation gives -96955.290 eV.

=====

(3)
This record from the Open Molecules 2025 dataset describes an isolated ion of composition C13H9BCl4NO4 and charge -1 at a distorted geometry. The level of theory is the ωB97M-V functional and the def2-TZVPD basis.

XYZ file:
```
32
Properties=species:S:1:pos:R:3:lowdin_charge:R:1
Cl 3.7881 1.3540 2.0817 0.47
B 2.9753 -0.3109 2.0767 -1.82
Cl 3.5435 -1.2353 0.4544 0.42
Cl 3.5508 -1.3775 3.5293 0.40
O 1.5349 -0.2197 2.1116 -0.09
C 0.7659 -0.5409 1.0476 -0.40
C -0.6958 -0.4781 1.4937 -0.14
C -1.4029 -1.6562 1.7179 -0.02
C -2.7465 -1.5855 2.0951 -0.10
C -3.3467 -0.3294 2.2573 -0.70
Cl -5.0248 -0.2296 2.5904 0.66
C -2.5898 0.8440 2.1488 -0.09
C -1.2470 0.7710 1.7717 0.01
H 1.0521 -1.5421 0.6689 0.12
H -0.8903 -2.6064 1.5667 0.12
H -3.3300 -2.4897 2.2460 0.10
H -3.0548 1.8064 2.3371 0.10
H -0.6384 1.6685 1.6760 0.14
O 1.0160 0.4534 0.0224 -0.01
C 0.6217 0.2769 -1.2400 -0.19
C 0.9694 1.2871 -2.1691 -0.07
N 1.6492 2.4715 -1.6799 -0.29
O 2.1166 3.2414 -2.5633 0.01
O 1.7351 2.7170 -0.4725 0.09
C 0.6862 1.1468 -3.5304 -0.01
C -0.0239 0.0271 -3.9568 -0.09
C -0.3985 -0.9691 -3.0332 -0.06
C -0.0666 -0.8558 -1.6798 0.01
H 1.0193 1.9224 -4.2167 0.12
H -0.2889 -0.0759 -5.0086 0.10
H -0.9526 -1.8434 -3.3784 0.10
H -0.3265 -1.6420 -0.9647 0.11
```

As for the highest occupied orbital energy: -0.2290 Eh. For the electronic energy, the calculation gives -74077.292 eV. Its net charge is -1.

=====

(4)
This record from the Open Molecules 2025 dataset describes a single C13H9F6NOS2 molecule at a distorted geometry. The level of theory is the ωB97M-V functional and the def2-TZVPD basis.

XYZ file:
```
32
Properties=species:S:1:pos:R:3:lowdin_charge:R:1
O 2.0196 -1.1973 -2.0964 -0.52
F -4.2155 -0.9226 -3.6460 0.10
F -2.6237 -1.9705 -4.5796 0.17
F -2.6933 0.1454 -4.7596 0.12
F -2.7070 -1.0913 2.2197 0.11
F -4.1541 -2.2692 0.9770 0.14
F -4.3890 -0.1571 1.1615 0.13
S 3.8523 4.9985 4.9248 0.63
C 3.3969 3.7988 3.9381 -0.74
N 3.2386 3.0352 3.0219 0.04
C 1.8909 -0.1098 -0.1208 -0.25
C 2.7796 0.0193 0.8827 -0.15
C -0.7980 -1.1030 -2.4557 0.03
C -1.0845 -1.2478 -0.0048 0.02
C -3.0102 -0.7711 -1.3874 0.05
C -0.2362 -1.3277 -1.1878 -0.31
C -2.1781 -0.8570 -2.5192 -0.07
C -2.4743 -1.0365 -0.1565 -0.08
S 1.4981 -1.6838 -0.8370 0.98
C -2.8716 -0.8893 -3.8759 -0.56
C -3.4417 -1.1286 1.0602 -0.52
C 2.7878 1.7118 2.7233 -0.20
C 3.2992 1.3009 1.3829 -0.21
H 1.3950 0.8032 -0.4510 0.11
H 3.2150 -0.7933 1.4196 0.10
H -0.2090 -1.1854 -3.3417 0.12
H -0.5664 -1.5771 0.8544 0.10
H -4.0645 -0.5758 -1.4823 0.14
H 1.7349 1.6813 2.9739 0.13
H 3.3353 1.0637 3.4378 0.14
H 2.9606 2.0431 0.5753 0.15
H 4.3134 1.2929 1.3487 0.09
```

As for the highest occupied orbital energy: -0.3435 Eh. For the electronic energy, the calculation gives -55137.285 eV.

=====

(5)
This record from the Open Molecules 2025 dataset describes a single C13H9N3O3S molecule at a distorted geometry. The level of theory is the ωB97M-V functional and the def2-TZVPD basis.

XYZ file:
```
29
Properties=species:S:1:pos:R:3:lowdin_charge:R:1
O 0.7053 0.2906 0.7964 -0.01
C 0.0127 -0.6898 0.5979 -0.48
N -0.7887 -0.7691 -0.5220 0.11
C -0.8422 0.2332 -1.4457 -0.58
N -1.5859 0.1845 -2.5051 0.00
N -1.4835 1.2629 -3.2619 0.00
C -0.6637 2.1529 -2.7987 -0.50
C -0.3909 3.3969 -3.4426 -0.30
C -0.8846 3.9225 -4.6142 0.00
C -0.2690 5.1813 -4.7629 -0.06
C 0.5484 5.3314 -3.6810 -0.12
O 0.4818 4.2616 -2.8797 0.03
H 1.2027 6.1267 -3.3826 0.12
H -0.4123 5.8795 -5.5618 0.10
H -1.5920 3.4498 -5.2621 0.11
S 0.1013 1.6921 -1.2778 1.17
H -1.3695 -1.5755 -0.7017 0.15
C -0.0613 -1.8563 1.4724 0.01
C 0.6692 -1.9101 2.5998 0.02
C 0.6716 -2.9989 3.5221 -0.28
C 1.3723 -3.1632 4.6988 0.00
C 1.0013 -4.4208 5.2105 -0.05
C 0.1054 -4.9361 4.3182 -0.10
O -0.1000 -4.0930 3.3025 0.06
H -0.4327 -5.8637 4.3038 0.12
H 1.3477 -4.8815 6.1125 0.10
H 2.0606 -2.4652 5.1294 0.12
H 1.3105 -1.0745 2.8446 0.13
H -0.7142 -2.6686 1.1908 0.11
```

As for the highest occupied orbital energy: -0.2906 Eh. For the electronic energy, the calculation gives -35073.353 eV. The SMILES is O=C(/C=C/c1ccco1)Nc1nnc(-c2ccco2)s1.

=====

(6)
This record from the Open Molecules 2025 dataset describes C13H9N6O4Ti as an isolated structure. The level of theory is the ωB97M-V functional and the def2-TZVPD basis.

XYZ file:
```
33
Properties=species:S:1:pos:R:3:lowdin_charge:R:1
Ti 0.1259 0.1049 -0.9530 1.37
O 0.1151 4.2472 0.0038 0.25
C -0.1308 3.0006 -0.2309 -0.39
O 0.5481 2.2782 -0.9782 0.00
C -1.3694 2.4426 0.3721 -0.14
C -2.4265 3.1395 0.9124 0.08
C -3.6338 2.4510 1.0808 0.05
C -3.7671 1.1537 0.6050 0.09
C -2.6457 0.5489 0.0562 -0.12
N -1.4744 1.1583 0.0303 0.06
C -2.6123 -0.7023 -0.7992 -0.48
O -3.4569 -1.5309 -0.8337 0.21
O -1.4675 -0.7009 -1.5405 -0.17
H 0.8698 4.5794 -0.5123 0.18
H -2.3355 4.1891 1.1556 0.15
H -4.4865 2.9623 1.5071 0.14
H -4.7148 0.6319 0.6098 0.15
N 4.3774 0.1714 -0.1276 0.09
C 3.3033 0.9074 -0.3594 -0.08
N 2.2303 0.1208 -0.2878 0.01
C 2.7619 -1.1198 -0.0120 -0.29
N 4.0581 -1.1235 0.0874 0.19
C 1.8628 -2.2686 0.0752 -0.17
C 2.2970 -3.5673 0.2589 -0.01
N 1.4326 -4.5751 0.3150 0.15
C 0.1489 -4.2840 0.1601 -0.04
C -0.2954 -2.9877 -0.0904 -0.03
N 0.5670 -1.9697 -0.1299 0.04
H 5.3463 0.4620 -0.0972 0.19
H 3.3191 1.9639 -0.5676 0.15
H 3.3517 -3.7899 0.3636 0.14
H -0.5597 -5.1009 0.2100 0.14
H -1.3390 -2.7924 -0.2835 0.11
```

The spin multiplicity is 2. As for the highest occupied orbital energy (spin up / spin down): -0.5974 / -0.5972 Eh. For the energy relative to the best compared isomer or geometry (same formula, charge and spin), the calculation gives 19.6 kcal/mol. For the electronic energy, the calculation gives -53860.640 eV. Its net charge is +2.

=====

(7)
This record from the Open Molecules 2025 dataset describes a single C14H10BrN3O3S molecule at a distorted geometry. The level of theory is the ωB97M-V functional and the def2-TZVPD basis.

XYZ file:
```
32
Properties=species:S:1:pos:R:3:lowdin_charge:R:1
O -2.3962 4.7581 -0.8532 0.13
O -5.5442 3.2160 2.6104 0.01
Br 7.6453 -3.7168 -0.5114 0.72
N -1.6625 2.0636 1.1590 0.20
O -0.9276 3.1153 -0.6604 0.21
S 1.8648 1.0684 -0.4403 1.09
C -1.9892 3.7693 -0.3098 -0.53
C -4.6365 2.9615 1.8516 -0.51
C -0.7039 2.1600 0.2395 -0.28
C 0.1369 -0.0921 1.0472 -0.08
C 1.2826 -1.0537 0.9086 -0.07
C 0.3045 1.0721 0.3062 -0.46
C 2.3184 -0.5379 0.1393 -0.46
C 4.8159 -3.2733 -0.5527 -0.12
C 6.0294 -1.2609 -0.0108 -0.06
C 3.5755 -2.6305 -0.4359 -0.01
C 4.7586 -0.5965 0.0894 -0.02
C 6.0807 -2.6287 -0.3790 -0.66
C 3.5607 -1.2472 -0.1130 -0.25
N -4.9255 1.7398 1.4355 0.14
N -2.4417 3.1841 0.8677 -0.06
C -3.3485 3.8271 1.7590 -0.01
H -0.7619 -0.3244 1.5954 0.10
H 1.3484 -2.0720 1.2040 0.10
H 4.9420 -4.3172 -0.7207 0.07
H 6.9544 -0.6938 0.0854 0.10
H 2.6184 -3.1512 -0.5170 0.12
H 4.7965 0.3566 0.3263 0.06
H -4.3437 1.2720 0.7758 0.08
H -5.7890 1.3410 1.8232 0.14
H -3.7061 4.8596 1.4655 0.17
H -2.9228 3.7655 2.7487 0.13
```

As for the highest occupied orbital energy: -0.3168 Eh. For the energy relative to the best compared isomer or geometry (same formula, charge and spin), the calculation gives 15.7 kcal/mol. For the electronic energy, the calculation gives -106168.713 eV. The SMILES is NC(=O)Cn1nc(-c2ccc(-c3ccc(Br)cc3)s2)oc1=O.

=====

(8)
This record from the Open Molecules 2025 dataset describes C14H10CaF5N as an isolated structure at a distorted geometry. The level of theory is the ωB97M-V functional and the def2-TZVPD basis.

XYZ file:
```
31
Properties=species:S:1:pos:R:3:lowdin_charge:R:1
C 1.4135 -1.3462 -2.5424 -0.21
C 0.0110 -1.2565 -2.7939 -0.23
C -0.6672 -2.0507 -1.8222 -0.28
C 0.3166 -2.6259 -0.9644 -0.28
C 1.5946 -2.1901 -1.4110 -0.24
Ca 0.0996 -0.0542 -0.3232 1.21
C -0.8659 1.8580 -1.7245 -0.27
C 0.5633 2.0666 -1.9842 -0.74
C 1.0666 2.6915 -3.1290 -0.12
N 1.4333 1.5744 -1.0722 -0.20
H -1.7442 -2.1863 -1.7515 0.07
H -0.4553 -0.6812 -3.6001 0.08
H 0.1243 -3.2946 -0.1338 0.06
H 2.5642 -2.4743 -0.9847 0.07
H 2.2000 -0.8575 -3.1160 0.08
H -1.5041 1.3573 -2.4693 -0.03
H 2.4185 1.7759 -1.2878 0.00
H -1.3031 2.5723 -1.0289 -0.03
H 0.3661 3.1199 -3.8116 -0.04
H 2.1401 2.7439 -3.2819 -0.03
F -0.7224 -2.7056 2.3869 0.02
C -0.7787 -1.4105 2.8345 -0.26
C -0.5111 -0.3625 2.0079 -0.08
C -0.5541 0.9319 2.4795 -0.25
F -0.2544 1.9879 1.6298 0.00
C -0.8841 1.2061 3.8158 -0.16
F -0.9275 2.4763 4.2635 0.07
C -1.1650 0.1418 4.6664 -0.16
F -1.4885 0.3715 5.9558 0.07
C -1.1126 -1.1735 4.1855 -0.16
F -1.3738 -2.2056 5.0069 0.06
```

As for the highest occupied orbital energy: 0.0379 Eh. For the electronic energy, the calculation gives -48193.728 eV. Its net charge is -2.